Density functional theory data (wB97M-V/def2-TZVPD) for a structure of composition AgH14O7 at a distorted geometry.

XYZ file:
```
22
Properties=species:S:1:pos:R:3:forces:R:3:mulliken_charge:R:1
Ag 0.26316 0.26033 -0.15225 -0.674 0.098 0.711 0.50
O 1.00291 2.45577 0.47217 2.809 -1.230 0.580 -0.56
H 0.43865 3.00202 0.01864 -3.178 2.322 -1.096 0.30
H 1.73136 2.59083 -0.16003 0.547 -0.545 0.611 0.33
O -0.17806 -0.00212 2.26817 -1.351 0.477 -1.105 -0.49
H 0.59764 -0.28953 2.68221 1.693 -0.530 1.232 0.25
H -0.80202 0.23019 2.95105 -0.327 0.167 0.454 0.26
O 1.19621 0.91355 -2.08920 0.110 0.006 -3.041 -0.53
H 0.68031 1.18629 -2.89191 0.310 0.167 1.169 0.29
H 1.75529 0.24574 -2.53338 0.139 0.208 0.725 0.32
O -0.22343 -1.89118 -0.98050 1.112 -1.006 0.591 -0.41
H 0.39582 -2.62095 -1.13459 0.129 0.058 0.598 0.25
H -0.61428 -1.86982 -1.82651 -1.233 0.280 -1.585 0.27
O -2.05050 0.58246 -0.76771 -0.324 1.149 1.370 -0.43
H -2.74677 1.25236 -0.74700 0.115 0.056 0.159 0.24
H -2.18531 0.14240 -1.57440 -0.368 -1.045 -1.714 0.28
O -2.20718 -1.67366 1.22835 -0.925 -0.790 0.025 -0.61
H -2.60794 -0.97037 0.72349 -0.145 0.265 -0.246 0.30
H -1.38784 -1.31324 1.53137 0.795 0.318 0.284 0.39
O 2.25391 -0.70821 0.63134 0.090 0.103 -1.699 -0.57
H 1.95818 -1.40559 1.17368 -0.322 -1.506 1.029 0.31
H 2.72991 -0.11728 1.17700 0.996 0.975 0.951 0.30
```
Forces are in eV/Å.

orbital gap	0.3432	Eh
F_max	0.079	hartree/bohr
HOMO energy	-12.841	eV
charge	+1
relative energy (zero: lowest compared OMol25 entry of this formula, charge and spin)	81.4	kJ/mol

=====

Density functional theory data (wB97M-V/def2-TZVPD) for an isolated molecule of C9H10O3S at a distorted geometry.

XYZ file:
```
23
Properties=species:S:1:pos:R:3:forces:R:3:mulliken_charge:R:1
C 0.32007 -2.73809 1.72053 0.587 0.894 1.718 -0.27
C 0.63372 -1.48500 2.27191 -1.881 0.611 -3.915 -0.84
C 0.01930 -2.90340 0.38261 0.210 0.450 -0.031 -0.61
C 0.52030 -0.30059 1.46963 1.183 -2.766 -0.358 -0.36
C -0.10415 -1.78383 -0.42794 0.035 0.730 1.667 -0.35
C 0.14421 -0.49933 0.14934 -0.149 -0.280 -0.524 0.21
C 0.19029 0.70550 -0.72065 -0.409 1.010 2.010 0.74
C -1.86796 2.13671 -0.26045 1.715 -0.548 -4.189 -1.34
C -0.35123 2.12424 -0.40214 0.047 -1.591 1.849 -0.64
O 1.72864 2.11761 -2.40166 0.563 -0.492 0.627 -0.63
O 2.32820 -0.28685 -2.15112 0.102 0.252 0.709 -0.60
O -0.06734 0.43647 -2.10872 -0.082 -0.345 -1.189 -0.51
S 1.47870 0.81867 -1.82679 0.361 0.044 -3.171 1.07
H 0.34810 -3.54364 2.46423 -0.086 -0.072 -0.740 0.35
H 0.58977 -1.37926 3.27467 0.887 0.187 3.267 0.44
H -0.07209 -3.90452 0.01073 -0.314 -0.228 -0.369 0.39
H 1.09472 0.58485 1.68361 -0.689 0.592 0.686 0.35
H -0.42181 -1.89320 -1.43774 0.063 0.170 -0.634 0.49
H -2.29343 1.41599 0.33348 -0.682 -1.476 1.882 0.38
H -2.26818 1.97164 -1.27430 -0.141 -0.072 0.260 0.32
H -2.09698 3.10474 -0.04913 -1.195 2.588 1.118 0.43
H 0.04243 2.63057 0.48155 0.481 -0.769 0.376 0.39
H 0.10472 2.67071 -1.18165 -0.606 1.111 -1.049 0.57
```
Forces are in eV/Å.

structure (SMILES)	CC[C@@]1(c2ccccc2)OS1(=O)=O
orbital gap	0.3578	Eh
F_max	0.089	hartree/bohr
HOMO energy	-9.641	eV
relative energy (zero: lowest compared OMol25 entry of this formula, charge and spin)	200.6	kJ/mol

=====

Density functional theory data (wB97M-V/def2-TZVPD) for a cluster of 5 separate species, C37H51BrNO14PS2 in total at a distorted geometry.

XYZ file:
```
107
Properties=species:S:1:pos:R:3:forces:R:3:mulliken_charge:R:1
C 5.47291 2.53878 2.78080 -0.046 0.412 -0.311 -0.84
C 4.97695 1.98270 1.63397 0.037 -0.107 -0.069 -0.40
C 3.64613 2.41797 1.00974 1.563 -0.008 -0.406 0.07
C 2.47704 1.96235 1.87174 0.878 -0.695 -0.543 1.04
C 1.65179 2.77919 2.50119 -0.933 0.719 -0.027 0.81
C 1.71440 4.30862 2.45837 -0.217 -0.249 -0.059 -1.54
C 1.34943 4.95214 1.09783 -0.492 0.151 0.340 -1.08
C -0.08836 4.62903 0.56635 1.646 0.074 -0.385 -0.27
S 0.11380 3.63117 -0.96937 -0.660 -0.267 -0.273 -0.16
C 0.56593 2.15041 3.35941 0.878 0.035 -1.276 -0.79
O 0.30624 2.66784 4.40098 -0.531 0.558 0.973 -0.51
C -0.04762 0.88291 2.83240 0.497 0.181 -0.036 0.20
C 0.82179 0.02526 2.17091 0.977 0.805 0.185 0.53
C 0.36981 -1.17428 1.70152 0.747 -0.320 -0.182 -1.27
C -0.95028 -1.50718 1.88905 -0.587 -1.154 -0.695 1.19
P -1.41504 -3.19053 1.26369 1.623 -0.611 0.643 0.37
S 0.14814 -4.37767 1.21072 -0.186 0.069 -0.247 -0.43
C -1.85501 -0.66081 2.50375 -0.382 -0.400 -0.434 0.38
C -3.28213 -1.16950 2.63231 -0.561 0.087 0.287 -1.93
N -4.31294 -0.14196 2.52056 -0.025 -0.527 -0.339 -0.06
C -4.56901 0.25316 1.12252 -0.538 1.034 0.339 -1.07
C -1.38022 0.55831 2.98275 -0.824 1.246 0.681 0.48
C -2.30293 1.55180 3.67653 -0.091 -0.539 0.424 -1.47
C -2.80997 0.96058 5.01232 -0.636 0.715 -0.184 0.40
C -4.02954 1.75544 5.52191 0.076 -0.032 0.326 -1.21
Br -1.37443 0.93190 6.37111 -0.313 -0.187 -0.190 -0.15
C 2.27157 0.45775 1.99564 -1.235 1.141 0.049 -0.27
O 3.18063 -0.31653 1.93312 0.613 -0.707 -0.374 -0.61
H 5.55543 1.97497 3.71148 1.868 -0.360 -0.592 0.26
H 5.80860 3.58221 2.74844 -1.864 0.419 0.843 0.29
H 5.56862 1.21598 1.12077 -1.231 -1.322 0.969 0.24
H 3.55091 1.88473 0.05174 -0.043 0.512 -0.081 -0.11
H 3.69307 3.50371 0.89096 -0.504 -0.029 -0.138 0.37
H 2.70911 4.64763 2.77333 -0.137 -0.072 -0.086 0.44
H 0.99919 4.70059 3.19132 0.233 -0.171 0.019 0.41
H 2.03268 4.70186 0.28623 0.215 0.046 0.346 0.55
H 1.41895 6.04090 1.22948 0.058 -0.233 0.068 0.46
H -0.73537 4.15421 1.30638 0.049 0.004 -0.186 0.25
H -0.49944 5.57634 0.21065 -0.392 -0.360 0.116 0.40
H 1.29757 3.00139 -0.78937 -0.302 0.278 0.441 -0.11
H 1.06691 -1.83948 1.20536 -0.119 -0.146 0.079 0.35
H -2.31487 -3.76421 2.19294 -0.287 0.512 -0.505 0.13
H -2.00250 -3.05180 -0.00569 -0.515 0.178 0.296 0.15
H -3.36478 -1.65787 3.61700 -0.078 0.132 -0.183 0.40
H -3.51957 -1.96604 1.90400 0.503 0.174 0.021 0.56
H -5.17748 -0.54531 2.85832 0.067 0.076 0.243 0.32
H -3.70060 0.14367 0.46727 -0.097 -0.256 0.171 0.30
H -5.46307 -0.24122 0.71773 0.452 -0.194 -0.167 0.32
H -4.82020 1.32572 1.13003 0.136 -0.204 -0.178 0.38
H -1.83716 2.51619 3.88587 0.132 -0.308 -0.041 0.76
H -3.16425 1.75863 3.03473 0.063 -0.226 0.259 0.37
H -3.09529 -0.08288 4.90028 0.240 0.139 0.059 0.16
H -3.97523 1.94921 6.59752 0.050 -0.052 -0.207 0.40
H -4.10979 2.72161 5.01112 0.027 -0.171 0.095 0.32
H -4.95468 1.19107 5.35531 0.193 0.127 -0.166 0.27
C 1.59023 0.08680 -2.63529 -0.591 0.356 0.492 -1.21
C 0.90781 -0.77398 -3.66093 0.439 0.369 0.326 0.65
C 0.34902 -0.01379 -4.83310 0.131 0.019 -0.427 -0.28
O -0.73437 -0.85854 -5.24913 0.076 0.102 0.135 -0.37
C -1.14872 -1.53558 -4.15445 -0.424 -0.316 0.180 0.56
O -2.14980 -2.17827 -4.09638 0.130 0.102 -0.011 -0.56
O -0.27874 -1.38311 -3.12558 -0.127 -0.046 -0.285 -0.31
H 2.47988 0.54738 -3.04553 -0.080 0.067 -0.095 0.30
H 0.92058 0.87205 -2.27489 -0.152 -0.022 -0.123 0.40
H 1.87062 -0.50462 -1.76864 0.139 -0.109 0.046 0.12
H 1.57840 -1.57278 -3.98632 -0.036 0.009 -0.092 0.25
H 1.07215 0.11415 -5.63521 -0.111 -0.125 -0.105 0.31
H -0.06012 0.96272 -4.55958 0.050 -0.030 0.150 0.12
C -2.10200 -7.32034 -0.26558 -0.394 -0.054 -0.060 -1.38
C -1.47305 -8.11277 0.85114 -0.189 0.447 -0.471 0.67
C -0.44109 -9.11196 0.39872 0.353 -0.018 0.049 -0.50
O -0.50935 -10.10267 1.43101 -0.226 0.080 -0.027 -0.33
C -1.76943 -10.06020 1.94207 -0.066 -0.008 0.009 0.61
O -2.22318 -10.87083 2.67829 -0.031 -0.101 0.093 -0.53
O -2.43805 -8.96661 1.49087 0.338 -0.213 0.099 -0.36
H -1.36719 -6.67498 -0.74648 0.042 0.013 0.099 0.36
H -2.54044 -7.97863 -1.01834 0.097 -0.074 0.029 0.40
H -2.91356 -6.70132 0.11830 0.089 0.088 0.038 0.29
H -1.06821 -7.43568 1.60865 0.073 -0.063 -0.002 0.13
H 0.55826 -8.68660 0.33536 0.040 -0.127 0.156 0.31
H -0.68897 -9.58785 -0.55383 -0.113 0.103 -0.008 0.30
C 7.41786 -1.06714 -1.64384 0.269 0.027 -0.317 -1.55
C 6.10625 -0.49560 -2.12054 0.582 -0.274 0.292 0.72
C 4.92821 -1.41655 -1.94361 -0.328 -0.002 0.273 -0.52
O 4.05098 -0.98165 -2.99530 0.724 -0.311 -0.076 -0.14
C 4.83328 -0.46086 -3.97477 0.178 -0.031 -0.192 0.56
O 4.44276 -0.18351 -5.06226 -0.146 0.058 -0.015 -0.54
O 6.10970 -0.30272 -3.54724 -0.429 0.020 0.078 -0.39
H 7.40967 -1.21149 -0.56341 -0.060 0.039 -0.002 0.38
H 7.62440 -2.02353 -2.12651 -0.113 -0.028 0.034 0.38
H 8.23998 -0.39967 -1.90282 -0.040 0.057 0.107 0.38
H 5.92707 0.47703 -1.65126 -0.108 -0.011 -0.044 0.14
H 4.45131 -1.30986 -0.96997 -0.178 0.058 -0.113 0.27
H 5.17038 -2.46885 -2.10917 0.141 0.055 -0.011 0.31
C -4.09857 3.60566 -5.68680 -0.305 -0.212 0.157 -1.43
C -3.80259 4.68394 -4.67350 -0.065 -0.471 -0.548 0.49
C -2.39113 4.66989 -4.14585 0.319 0.230 -0.057 -0.23
O -2.54913 5.25249 -2.84784 -0.231 -0.109 -0.030 -0.26
C -3.81881 4.98067 -2.44367 -0.054 -0.055 0.024 0.62
O -4.22202 5.14849 -1.34163 -0.019 0.030 0.174 -0.54
O -4.55983 4.48582 -3.46995 0.302 0.250 0.186 -0.36
H -3.52127 3.75838 -6.59885 0.007 0.061 0.025 0.38
H -3.86754 2.61801 -5.28401 0.100 0.049 0.024 0.34
H -5.15886 3.60219 -5.93946 0.035 0.090 -0.079 0.36
H -4.06733 5.66452 -5.08001 0.067 0.044 0.089 0.25
H -1.70737 5.25933 -4.75310 0.028 0.113 0.176 0.36
H -1.98388 3.66235 -4.02488 -0.130 -0.043 -0.062 0.04
```
Forces are in eV/Å.

structure (SMILES)	C=CCC1=C(CCCS)C(=O)c2c(cc([PH2]=S)c(CNC)c2C[C@H](C)Br)C1=O.C[C@@H]1COC(=O)O1.C[C@@H]1COC(=O)O1.C[C@@H]1COC(=O)O1.C[C@@H]1COC(=O)O1
orbital gap	0.2631	Eh
F_max	0.041	hartree/bohr
HOMO energy	-8.209	eV